# C5H4CdO2

A molecular structure, C5H4CdO2 at a distorted geometry (wB97M-V/def2-TZVPD, the Open Molecules 2025 dataset).

Computed properties:
HOMO level (spin up / spin down): -18.29 / -16.68 eV
net charge: +2
gap between HOMO and LUMO (spin up / spin down): 6.899 / 4.337 eV

Each line ends with the natural charge from an NBO analysis.
Positions of all 12 atoms, in Å:
Cd -1.2927 0.1747 3.6048  1.35
O -0.4110 3.0089 -1.5197  -0.21
O -1.3200 -0.2462 1.7027  -0.69
C -0.1361 -0.5671 1.4835  0.36
C -0.4774 1.8953 -1.2708  0.83
C 0.3567 -0.1897 -0.3615  -0.10
C 1.4870 -0.7863 -0.7316  -0.24
C -0.5944 0.5608 -1.0847  -0.37
H 1.8240 -0.7860 -1.7702  0.27
H -1.5324 0.1230 -1.4378  0.32
H 0.1508 -1.6393 1.4828  0.23
H 1.9454 -1.5481 -0.0974  0.24

# C5H4ClFN2

2 unconnected molecules or ions with the total composition C5H4ClFN2 at a distorted geometry (wB97M-V/def2-TZVPD, the Open Molecules 2025 dataset).

Computed properties:
HOMO level: -9.28 eV
net charge: 0
gap between HOMO and LUMO: 8.504 eV

Each line ends with the natural charge from an NBO analysis.
Positions of all 13 atoms, in Å:
Cl -0.3807 3.1273 0.9744  0.09
F -2.1141 0.7436 1.4441  -0.34
N -0.4506 -0.1837 0.2615  -0.50
N 0.9627 -1.2736 -1.1199  -0.41
C -0.3755 -1.1723 -1.7454  -0.07
C -0.8077 0.5499 1.3443  0.46
C 0.8557 -0.6426 0.0398  0.22
C 0.7065 3.1915 2.2225  -0.17
C -1.2330 -0.5568 -0.8840  -0.10
H -2.2610 -0.4628 -0.8645  0.23
H 0.5374 2.1335 2.6266  0.13
H -0.6539 -1.7913 -2.5928  0.23
H 1.6903 -0.6173 0.7727  0.23

# C5H4ClNO

C5H4ClNO in the gas phase at a distorted geometry (wB97M-V/def2-TZVPD, the Open Molecules 2025 dataset).

Computed properties:
structure (SMILES): O/C=C1\C=C(Cl)C=N1
HOMO level: -8.93 eV
net charge: 0
gap between HOMO and LUMO: 8.795 eV

Each line ends with the natural charge from an NBO analysis.
Positions of all 12 atoms, in Å:
Cl 2.7262 -0.5575 -0.0081  0.01
O -3.1044 -1.0479 0.0341  -0.67
N -0.6147 1.5781 0.0277  -0.39
C -0.0454 -0.7392 -0.0086  -0.24
C -1.1129 0.2572 -0.0438  -0.03
C 1.0724 0.0002 0.0350  -0.10
C -2.4605 0.1435 -0.0929  0.27
C 0.6728 1.4060 0.0074  0.01
H -0.2020 -1.8333 0.0016  0.25
H -4.0930 -1.0446 0.2349  0.51
H -3.0391 1.0393 -0.0709  0.19
H 1.3682 2.2453 0.1216  0.20

# C5H4ClOP

C5H4ClOP in the gas phase at a distorted geometry (wB97M-V/def2-TZVPD, the Open Molecules 2025 dataset).

Computed properties:
structure (SMILES): O=c1cc[pH]c(Cl)c1
HOMO level (spin up / spin down): -9.51 / -9.51 eV
net charge: 0
gap between HOMO and LUMO (spin up / spin down): 8.741 / 8.742 eV

Each line ends with the natural charge from an NBO analysis.
Positions of all 12 atoms, in Å:
Cl -1.5386 2.5412 0.9581  0.06
P -1.3051 -0.4257 1.2971  0.64
O 1.1320 0.1393 -2.4429  -0.53
C -0.0129 -1.4456 0.6026  -0.53
C -0.7718 1.1033 0.4736  -0.30
C -0.0031 1.2581 -0.7341  -0.29
C 0.7554 -1.1101 -0.4460  -0.25
C 0.6607 0.1580 -1.3177  0.47
H 0.0938 2.1769 -1.1496  0.23
H 0.2124 -2.5196 1.0651  0.25
H -0.6901 -0.0951 2.7004  0.02
H 1.4673 -1.7808 -1.0067  0.24

# C5H4CrNO5

A molecular structure, C5H4CrNO5 at a distorted geometry (wB97M-V/def2-TZVPD, the Open Molecules 2025 dataset).

Computed properties:
multiplicity: 4
HOMO level (spin up / spin down): -19.03 / -18.91 eV
net charge: +2
gap between HOMO and LUMO (spin up / spin down): 7.859 / 7.241 eV

Each line ends with the natural charge from an NBO analysis.
Positions of all 16 atoms, in Å:
Cr 0.7578 0.9408 0.1949  0.17
O -1.3796 2.7603 1.2091  -0.30
O 1.2042 -4.8060 -1.8979  -0.43
O -0.2738 1.2051 -2.6794  -0.28
O 2.8768 2.9732 0.7561  -0.22
O 0.6686 -0.7723 2.7262  -0.28
N -1.7298 -0.7234 -0.0021  -0.82
C 2.3229 2.0121 0.4100  0.54
C -0.4446 2.1517 0.8535  0.56
C 1.2556 -3.7205 -1.5480  0.43
C 0.1716 1.1168 -1.5911  0.53
C 0.7582 -0.1126 1.7539  0.53
H -2.0215 -0.7269 0.9695  0.45
H -1.5615 -1.6413 -0.3702  0.45
H -0.3613 -0.3152 -0.0869  0.20
H -2.2804 -0.1372 -0.6209  0.45

# C5H4F2N3O2

A gas-phase ion, C5H4F2N3O2 (charge -1) at a distorted geometry (wB97M-V/def2-TZVPD, the Open Molecules 2025 dataset).

Computed properties:
multiplicity: 3
HOMO level (spin up / spin down): -0.70 / -5.02 eV
net charge: -1
gap between HOMO and LUMO (spin up / spin down): 4.439 / 7.012 eV

Each line ends with the natural charge from an NBO analysis.
Positions of all 16 atoms, in Å:
F 1.1045 -3.5205 -0.4843  -0.36
F 2.8022 -2.1136 -0.0799  -0.37
O 1.7093 2.2181 -1.3874  -0.64
O 1.5748 2.7464 0.8615  -0.65
N 0.6780 -1.3176 0.0471  -0.33
N 0.3739 0.7494 -0.0222  -0.32
N 1.3189 -0.1556 0.0654  -0.19
C 1.4596 2.2147 -0.2159  1.00
C -2.1408 0.9477 0.0980  -0.65
C 1.4607 -2.4791 0.3709  0.80
C -0.6823 -1.1873 0.0869  -0.27
C -0.8477 0.1714 -0.0090  0.13
H -2.0053 2.0495 0.2711  0.23
H -2.6611 1.0024 -0.9075  0.21
H -1.4451 -1.8943 0.3208  0.21
H -2.6996 0.5684 0.9844  0.22